{"formula": "C21H34N2OOsSbSe", "method": "ωB97M-V/def2-TZVPD", "lumo_energy_ev": [-2.66, -4.53], "charge": 1, "total_energy_ev": -101701.381, "spin_multiplicity": 5, "homo_ev": [-10.89, -11.29], "symbols": ["Os", "O", "C", "C", "C", "C", "C", "C", "C", "N", "C", "C", "N", "H", "H", "H", "H", "H", "H", "H", "Se", "C", "C", "C", "C", "Sb", "C", "C", "C", "C", "C", "C", "C", "C", "H", "H", "H", "H", "H", "H", "H", "H", "H", "H", "H", "H", "H", "H", "H", "H", "H", "H", "H", "H", "H", "H", "H", "H", "H", "H", "H"], "positions_angstrom": [[0.5002, 0.8599, 0.4630], [-0.0095, -0.2605, 2.0175], [-0.6936, 0.0179, 3.1268], [-0.5573, -0.8506, 4.2159], [-1.2116, -0.6026, 5.4015], [-2.0242, 0.5233, 5.5364], [-2.1819, 1.3718, 4.4657], [-1.5377, 1.1356, 3.2419], [-1.7973, 2.0082, 2.1064], [-1.1658, 2.0408, 0.9245], [-1.7734, 3.0163, 0.1480], [-2.7782, 3.5684, 0.8578], [-2.7775, 2.9286, 2.0782], [0.0789, -1.7171, 4.0946], [-1.0888, -1.2830, 6.2335], [-2.5269, 0.7291, 6.4705], [-2.8078, 2.2464, 4.5939], [-1.4396, 3.2220, -0.8525], [-3.4852, 4.3401, 0.6139], [-3.4429, 3.0824, 2.8160], [0.5817, 1.3486, -1.7806], [5.1710, -0.2638, 2.7732], [3.6691, -0.2004, 2.5020], [3.0722, -1.6063, 2.5786], [2.9975, 0.7030, 3.5369], [3.1573, 0.6014, 0.5323], [3.9358, -0.7458, -1.0066], [5.2719, -1.3409, -0.5718], [4.1087, -0.0092, -2.3310], [2.8873, -1.8480, -1.1637], [3.8586, 2.6711, 0.4157], [4.0276, 3.0991, -1.0389], [2.7553, 3.5121, 1.0641], [5.1730, 2.8603, 1.1663], [5.3148, -0.6608, 3.7831], [5.6516, 0.7114, 2.7386], [5.6927, -0.9287, 2.0883], [3.2225, -1.9922, 3.5921], [3.5651, -2.2992, 1.8953], [2.0010, -1.6097, 2.3734], [3.1358, 0.2626, 4.5292], [1.9230, 0.7982, 3.3697], [3.4405, 1.6999, 3.5613], [6.0240, -0.5760, -0.3692], [5.6505, -1.9653, -1.3864], [5.1751, -1.9791, 0.3057], [4.9501, 0.6816, -2.3076], [3.2127, 0.5350, -2.6327], [4.3167, -0.7525, -3.1065], [2.6918, -2.3794, -0.2306], [3.2573, -2.5787, -1.8888], [1.9428, -1.4542, -1.5429], [3.1457, 2.8855, -1.6449], [4.8951, 2.6335, -1.5034], [4.1877, 4.1815, -1.0591], [1.8276, 3.4666, 0.4851], [3.0734, 4.5589, 1.0827], [2.5449, 3.2138, 2.0932], [5.9652, 2.2114, 0.7889], [5.0645, 2.6933, 2.2377], [5.5038, 3.8943, 1.0304]], "nbo_charge": [0.9314, -0.7965, 0.4283, -0.2786, -0.1533, -0.2313, -0.1503, -0.2254, 0.4207, -0.5926, -0.0654, -0.0575, -0.4873, 0.2315, 0.2298, 0.2314, 0.2012, 0.2470, 0.2458, 0.4375, -0.2116, -0.6426, -0.3189, -0.6504, -0.6334, 1.4094, -0.3012, -0.6393, -0.6402, -0.6468, -0.3128, -0.6402, -0.6457, -0.6381, 0.2255, 0.2163, 0.2177, 0.2247, 0.2114, 0.2291, 0.2276, 0.2119, 0.2089, 0.2118, 0.2313, 0.2116, 0.2133, 0.2245, 0.2285, 0.2147, 0.2303, 0.2244, 0.2245, 0.2157, 0.2254, 0.2151, 0.2331, 0.2142, 0.2141, 0.2111, 0.2289]}